1.
23
Properties=species:S:1:pos:R:3:forces:R:3 method="wB97M-V/def2-TZVPD" e_lumo_ha=-0.134 orbital_gap_ev=8.78 homo_ev=-12.42 energy_ha=-400.9021 charge=+1
C -1.2438 0.6077 -0.3363 0.5 2.3 -3.0
C -0.7522 -0.7621 -0.8014 -1.3 0.9 -2.2
C 0.7276 0.7756 1.0341 -1.1 -0.4 -0.8
C -1.8657 -1.6297 -1.3929 2.5 0.0 3.1
C 0.3289 -0.1037 2.1191 0.4 -0.3 2.9
C 2.0835 1.2471 1.0028 1.3 -1.0 -1.0
N -0.1244 1.3291 0.1884 -0.5 -0.8 1.1
N 0.4061 -1.2361 -0.3568 2.4 -0.7 1.4
N 0.4764 -0.6597 -1.7106 -1.6 -3.3 -1.5
H -1.6351 1.2915 -1.2039 0.4 -1.6 1.4
H -2.0319 0.4755 0.3073 -1.8 -0.3 1.8
H -1.3761 -2.4793 -1.7344 0.7 -1.8 -0.7
H -2.2532 -1.1321 -2.1665 -2.2 1.8 -2.9
H -2.5417 -1.9401 -0.6315 -0.8 0.0 0.5
H -0.7044 -0.4679 2.0885 0.4 0.1 -0.1
H 0.4799 0.4596 3.1900 -0.3 -1.1 -2.6
H 1.0556 -0.9517 2.1150 -0.8 0.5 0.3
H 2.1771 2.0519 0.3645 0.2 1.5 -2.2
H 2.8255 0.4803 0.7007 -0.6 0.2 0.4
H 2.3802 1.7408 1.8528 0.8 0.3 2.8
H 0.0986 2.1636 -0.2830 0.8 0.8 -0.7
H 0.4517 -1.4192 -2.5155 0.5 2.3 2.0
H 1.0373 0.1588 -1.8305 0.2 0.6 -0.1

---

2.
92
Properties=species:S:1:pos:R:3:forces:R:3 method="wB97M-V/def2-TZVPD" e_lumo_ha=-0.058 orbital_gap_ev=7.06 homo_ev=-8.63 energy_ha=-2491.7823
C -0.0333 -56.5366 48.7625 0.3 4.9 -0.7
C 0.4556 -55.1560 49.4065 -4.0 -0.4 -4.1
C -0.0652 -53.9787 48.6991 1.6 -1.1 -2.2
C -0.5961 -54.0727 47.2716 -0.5 -4.7 2.3
C -1.0556 -55.4284 46.6639 2.9 1.7 4.0
C -0.7087 -56.6776 47.5360 -0.1 4.9 -1.3
N -0.8104 -52.7993 46.6400 0.2 3.4 -1.2
O -0.0684 -51.7533 46.9693 -3.0 -4.3 -1.2
O -1.7167 -52.7573 45.7700 2.2 0.2 1.7
H 0.1493 -57.3753 49.3251 0.6 -1.9 1.2
H 0.9469 -55.0697 50.3853 -0.3 -0.3 -0.6
H 0.1223 -52.8641 48.9053 -0.1 -2.1 0.4
H -1.4584 -55.5140 45.6352 0.2 0.1 0.9
H -1.0204 -57.5786 47.0303 0.1 -0.4 0.6
C -2.7965 -57.9476 44.3374 2.3 -0.6 -2.3
C -1.7755 -57.2459 43.4809 -7.0 4.0 1.5
C -2.2467 -55.8618 43.0614 3.1 -0.5 0.9
C -3.4503 -55.0926 43.6579 0.2 -4.7 0.9
C -4.4234 -55.8584 44.5112 11.4 -5.2 -4.3
C -3.9940 -57.4409 44.7599 -2.4 1.7 1.1
N -3.7126 -53.6509 43.2607 3.3 -2.2 -2.8
O -2.9642 -53.2228 42.3148 -2.4 -0.6 2.9
O -4.6033 -53.1206 43.8246 -0.9 1.4 0.4
H -2.5738 -59.0694 44.3894 -0.6 1.7 0.5
H -1.0172 -57.8585 43.0943 1.2 0.0 -0.7
H -1.3521 -55.3132 42.4136 -3.1 -1.0 1.6
H -5.2835 -55.5389 44.7228 -6.7 2.6 2.1
H -4.6872 -58.3282 45.3630 1.6 3.4 -1.8
C 2.1431 -53.1485 44.4194 -1.0 2.8 0.2
C 1.4841 -51.7198 44.2160 5.6 -1.5 -0.1
C 2.4146 -50.5901 44.1815 3.1 -7.5 -0.2
C 3.9145 -50.6872 44.2254 -1.6 -7.0 0.2
C 4.5411 -52.1424 44.4026 -2.9 1.5 1.5
C 3.5129 -53.3853 44.6693 -0.5 8.4 -2.7
N 4.7392 -49.4992 44.1298 3.9 -1.9 3.5
O 5.9489 -49.6133 44.6159 -3.4 0.1 -2.0
O 4.2450 -48.4663 43.8405 -0.7 1.3 -1.0
H 1.4769 -54.0524 44.5490 0.6 1.3 -0.3
H 0.4445 -51.5770 43.9518 0.0 -0.1 0.6
H 2.1236 -49.6985 44.3901 -2.6 5.9 0.3
H 5.6772 -52.1929 44.6386 -2.3 -0.1 -0.8
H 3.6904 -54.3553 44.8525 1.8 -3.1 0.7
C -7.5552 -49.6541 47.1206 0.8 -0.3 -2.5
C -6.7807 -48.8792 46.1214 0.6 -1.1 -0.5
C -6.3162 -49.4027 44.8081 -7.8 -3.6 5.7
C -7.1996 -50.5277 44.3493 1.6 -1.4 5.7
C -8.0128 -51.4270 45.3046 -1.1 3.6 -0.5
C -8.2000 -50.8315 46.7066 2.2 -0.4 -3.2
N -7.0130 -50.9632 43.0139 -3.0 3.5 -3.2
O -6.2787 -50.2165 42.3356 0.4 -2.1 0.5
O -8.0055 -51.5214 42.5110 1.8 -1.0 0.4
H -7.6631 -49.5256 48.2276 0.3 1.0 -1.4
H -6.5001 -47.8145 46.2981 0.1 -1.2 0.4
H -5.7514 -48.7637 44.3119 2.4 2.2 -2.9
H -8.8240 -52.2021 44.8025 2.7 1.9 1.5
H -8.6425 -51.2842 47.5637 -0.9 -1.1 -0.3
C -1.2168 -47.7925 43.0220 2.1 -1.1 1.5
O -0.3357 -47.6265 43.8821 -1.1 -0.7 0.5
N -2.1840 -48.7604 43.0756 -0.9 -0.8 -3.2
C -3.1862 -48.8989 41.9409 1.6 -5.9 1.9
C -2.3972 -49.6837 44.1748 -1.1 -1.4 -0.6
H -0.9260 -47.1715 42.1866 -1.7 -0.1 -1.4
H -3.9991 -48.4415 42.2099 -4.3 4.0 0.6
H -3.9539 -50.0388 41.8557 3.4 2.6 0.5
H -2.6857 -48.7783 41.0537 0.5 0.8 -2.2
H -2.9408 -49.0320 44.8264 -0.2 -0.5 1.7
H -1.4592 -50.0781 44.5159 0.4 0.3 0.8
H -3.0487 -50.6853 43.9518 1.4 2.8 -0.1
C -5.5367 -47.3288 39.0098 -1.5 5.2 1.3
O -6.1143 -46.2850 39.6003 3.0 -5.1 -2.7
N -4.2430 -47.3306 38.5193 -4.5 -2.2 0.8
C -3.8645 -48.6454 37.9173 -6.9 5.2 -5.2
C -3.4826 -46.1580 38.5672 3.1 0.7 3.8
H -6.1063 -48.2229 38.6814 0.1 0.3 0.7
H -4.5910 -48.9619 36.9294 2.3 1.2 2.5
H -3.9236 -49.3658 38.5240 -0.6 -5.5 5.0
H -2.9607 -48.4277 37.7194 6.8 0.5 -2.4
H -3.2302 -45.8246 39.8067 -0.2 -1.3 -3.5
H -3.9590 -45.2586 38.2916 -1.0 0.7 -0.9
H -2.5502 -46.3344 37.9910 -0.4 0.4 0.7
C 0.9996 -46.9918 39.4902 8.4 -1.0 -1.4
O 0.0389 -46.6452 39.9619 -9.2 2.6 3.4
N 2.1892 -46.8447 40.1413 1.4 -2.6 -2.9
C 3.3966 -47.5380 39.6459 0.2 7.7 -3.6
C 2.2993 -46.1882 41.3837 0.2 -7.4 3.4
H 1.1683 -47.2944 38.4882 -0.1 -1.0 -1.6
H 4.2303 -46.6534 39.4459 -1.6 -2.2 0.8
H 3.4181 -48.0217 38.7076 -1.0 -0.7 -0.9
H 3.6481 -48.0806 40.3889 2.6 -4.2 4.7
H 2.0235 -45.3248 41.1807 -2.3 8.5 -1.0
H 3.2807 -46.2290 41.8231 0.4 -0.1 -0.2
H 1.5648 -46.6117 42.1467 0.9 0.4 -0.8

---

3.
41
Properties=species:S:1:pos:R:3:forces:R:3 method="wB97M-V/def2-TZVPD" e_lumo_ha=0.009 orbital_gap_ev=9.41 homo_ev=-9.18 smiles="C=CCCNCCC.O.O.O.O.O.O" energy_ha=-788.9963
C -0.7641 -0.0078 -2.9593 -1.2 -0.7 1.5
N -0.6541 -1.2756 -2.1915 -0.8 0.5 -0.4
C 0.7134 -1.7463 -1.9391 -1.3 0.0 0.2
C 0.5970 -3.0884 -1.1689 0.3 -0.9 -2.4
C 0.5692 -2.8514 0.2900 -0.8 -1.2 -0.7
C 1.4863 -2.2466 1.0089 -0.1 1.2 1.8
C -0.7260 1.1569 -1.9143 0.8 0.1 -2.5
C 0.1139 2.2662 -2.5227 1.0 1.4 1.1
H -0.0010 0.0622 -3.7408 0.1 0.1 0.2
H -1.7680 0.0246 -3.4461 0.8 -0.2 0.2
H -1.3304 -1.9573 -2.5054 0.5 -0.3 -0.3
H 1.0627 -1.0670 -1.1641 0.9 0.4 -0.6
H 1.2634 -1.7131 -2.8978 0.3 -0.3 0.6
H -0.3660 -3.5017 -1.5279 0.3 -0.1 0.5
H 1.3183 -3.8444 -1.5422 0.1 0.5 0.4
H -0.3781 -3.2417 0.6749 0.2 1.0 0.7
H 2.5375 -2.0303 0.8428 -0.3 0.1 -1.0
H 1.1385 -1.7450 1.9181 0.3 -0.8 0.3
H -1.7367 1.5492 -1.8396 -0.1 -0.3 0.8
H -0.2780 0.7565 -1.0037 -0.3 0.3 0.2
H 0.1168 3.1831 -1.9289 -0.6 -0.1 0.0
H 1.2043 2.1111 -2.4738 -0.4 -0.6 -0.5
H -0.1912 2.5878 -3.5144 -0.1 -0.4 -0.3
H 0.2991 0.2193 3.7253 0.8 -0.2 0.6
H 0.9726 -0.9043 4.4970 0.2 0.1 0.0
O 1.0752 0.0336 4.3066 -0.3 0.2 -0.3
H -1.7673 -1.2469 -0.3498 0.1 0.4 0.3
H -1.7954 0.1063 0.4114 -0.6 -0.5 -0.5
O -2.1356 -0.8056 0.4451 0.4 -0.2 -0.1
H 2.6841 3.3543 -0.4882 -0.6 0.3 0.7
H 1.3191 4.1191 -0.0743 0.4 -0.1 0.7
O 1.8913 3.8276 -0.7774 0.5 0.3 -1.1
H -1.7064 1.6559 1.5588 -0.1 0.2 0.5
H -2.9662 0.9180 2.0904 0.1 0.3 0.1
O -2.6578 1.5650 1.4454 -0.1 0.5 -0.3
H 1.7275 1.0952 0.2875 -0.8 0.6 0.3
H 1.5595 2.2227 1.5120 -0.3 -0.8 -0.9
O 2.1025 1.5840 1.0233 1.2 0.1 0.7
H -1.6431 -0.4335 2.2592 0.5 -0.6 0.3
H -1.4276 -1.0977 3.6369 -0.1 -0.1 0.1
O -1.2280 -0.3016 3.1399 -0.9 0.1 -0.7

---

4.
26
Properties=species:S:1:pos:R:3:forces:R:3 method="wB97M-V/def2-TZVPD" e_lumo_ha="-0.301 / -0.347" orbital_gap_ev="6.58 / 7.84" homo_ev="-14.77 / -17.28" energy_ha=-931.2022 multiplicity=4 charge=+2
O 0.5779 0.1703 -1.1501 0.4 3.8 -1.0
C 1.8326 0.0366 -1.7697 1.3 0.3 -0.9
C 2.7539 -0.8453 -0.9386 0.9 0.8 -0.2
O 2.0172 -2.0124 -0.5406 3.3 -1.0 -1.1
C 2.7942 -2.9649 0.1808 0.6 -1.0 0.8
Pt 0.2104 -1.4942 -0.3229 -5.1 -6.7 -0.2
H 2.3224 1.0163 -1.8996 -0.2 -0.3 0.1
H 1.7107 -0.4024 -2.7750 -0.2 0.1 0.3
H 3.0853 -0.3278 -0.0239 0.0 -0.2 -0.2
H 3.6363 -1.1566 -1.5164 -0.3 0.1 0.2
H 2.1189 -3.7542 0.5263 0.2 0.2 -0.1
H 3.5565 -3.3949 -0.4822 -0.3 0.2 0.1
H 3.2769 -2.4800 1.0413 -0.2 -0.1 -0.2
O -0.1254 -0.2174 1.1488 -1.0 2.1 2.6
C 0.4841 0.8123 0.6911 0.3 2.1 0.0
O -0.1319 1.9707 0.5314 0.7 -0.2 0.2
C -1.4685 2.1539 0.9717 -0.1 0.5 0.1
O -2.3509 1.2487 0.3637 -0.1 -0.7 0.7
C -2.6279 1.5060 -1.0315 -0.1 0.2 -0.8
Mg -2.1454 -0.7067 1.0018 0.1 0.1 -0.2
H 1.5604 0.9190 0.8658 -0.3 0.0 -0.3
H -1.7335 3.1769 0.6856 0.2 -0.2 0.1
H -1.5029 2.0327 2.0602 -0.2 -0.1 -0.2
H -3.3752 0.7681 -1.3401 0.1 0.2 0.0
H -3.0451 2.5148 -1.1290 0.1 -0.3 0.0
H -1.7045 1.3855 -1.6148 -0.3 0.1 0.1